(1)
The following is a DFT calculation (ωB97M-V/def2-TZVPD) of 15 unconnected molecules or ions with the total composition C21H36Cl18N6 in a non-equilibrium geometry.

Element x y z (Å)
C  5.77840  0.59068  -1.25053
Cl  6.37276  2.14161  -1.86437
Cl  5.29331  -0.45536  -2.64661
H  6.47356  0.05315  -0.60562
H  4.88230  0.73469  -0.64688
C  -0.97401  1.08495  5.45627
Cl  -0.26192  1.95434  4.11095
Cl  -0.14866  1.50466  7.03046
H  -2.04992  1.25789  5.48055
H  -0.85041  0.04281  5.16172
C  2.61076  -2.57952  2.21436
Cl  4.27916  -2.10112  2.21554
Cl  1.64878  -1.94736  3.64064
H  2.25084  -2.14878  1.28001
H  2.54291  -3.66741  2.21824
C  2.97688  1.81878  2.92810
Cl  4.58944  1.36115  2.20545
Cl  3.17289  2.37227  4.58833
H  2.47300  2.56533  2.31420
H  2.40281  0.89247  2.90591
C  1.36483  -3.67509  -1.11540
Cl  0.03518  -2.88845  -2.00145
Cl  2.89032  -2.88105  -1.49136
H  1.15483  -3.55708  -0.05235
H  1.39011  -4.75034  -1.29230
C  -4.92883  -1.42384  -1.48187
Cl  -6.05101  -0.38453  -0.68072
Cl  -3.24688  -0.98049  -1.07777
H  -5.04326  -2.48390  -1.25542
H  -5.14788  -1.22436  -2.53083
C  -3.89930  -2.77098  2.07098
Cl  -3.23384  -3.79518  0.82452
Cl  -4.77734  -3.74519  3.19958
H  -3.01921  -2.34764  2.55504
H  -4.57045  -1.99495  1.70295
C  -2.06840  3.56754  -2.88426
Cl  -1.41787  3.33185  -1.23722
Cl  -3.57417  2.63183  -3.10328
H  -2.29193  4.62579  -3.01930
H  -1.25101  3.39036  -3.58324
C  -0.10764  0.04532  0.25496
Cl  1.44093  -0.08463  -0.61664
Cl  -0.45915  -1.54664  1.08640
H  0.06931  0.76801  1.05152
H  -0.89747  0.35998  -0.42713
C  2.15459  3.03288  -2.81318
C  2.34630  3.19066  -1.39265
N  2.43891  3.24535  -0.22398
H  2.31825  1.98827  -3.07794
H  2.81063  3.68308  -3.39192
H  1.14965  3.33069  -3.11235
C  -1.52167  -1.31175  -4.34702
C  -0.65556  -0.10002  -4.24706
N  -0.04116  0.86919  -4.20242
H  -1.92492  -1.46399  -5.34817
H  -2.31631  -1.39523  -3.60562
H  -0.81511  -2.11219  -4.12753
C  2.69779  -1.43260  -4.88289
C  1.87117  -2.55290  -5.32691
N  1.17850  -3.42230  -5.69430
H  2.67800  -0.56273  -5.53940
H  3.69933  -1.85977  -4.83226
H  2.33329  -1.03127  -3.93728
C  -4.13203  2.42546  1.50023
C  -3.74390  1.30351  2.32971
N  -3.46029  0.35684  2.96997
H  -3.23671  2.88175  1.07798
H  -4.48393  3.20526  2.17563
H  -4.89155  2.15294  0.76745
C  0.95173  5.72192  1.35357
C  0.79180  7.15894  1.37735
N  0.57909  8.30990  1.34272
H  -0.04078  5.27578  1.29043
H  1.48817  5.27434  2.19022
H  1.49361  5.54458  0.42459
C  -1.50292  -5.86495  3.69588
C  -0.76268  -5.98020  2.44339
N  -0.14576  -6.07108  1.48783
H  -1.61424  -4.80323  3.91603
H  -1.02744  -6.33154  4.55860
H  -2.48656  -6.31717  3.56914

Forces on atoms 1 to 6 (eV/Å):
C -0.78 -0.33 -0.12
Cl 0.03 -0.35 0.42
Cl 0.23 0.19 0.60
H 0.39 0.23 -0.55
H 0.01 0.31 -0.28
C 0.09 -0.52 0.21

Output
Lowest unoccupied orbital energy ... 0.0906 eV
Energy ... -9433.67823 hartree
Strongest force on any atom ... 3.8 eV Å⁻¹
HOMO level ... -10.580 eV
Spin multiplicity ... 1

***

(2)
The following is a DFT calculation (ωB97M-V/def2-TZVPD) of C6H9N in the gas phase in a non-equilibrium geometry.

Element x y z (Å)
C  0.94618  -0.35032  1.86162
C  0.12372  0.25563  0.76396
C  -0.71449  1.40050  0.83033
C  -1.27977  1.58159  -0.42585
N  -0.84753  0.55591  -1.27259
C  -0.04831  -0.23556  -0.51451
C  0.37327  -1.38250  -1.32133
H  1.20821  0.39073  2.62504
H  1.88066  -0.76211  1.46368
H  0.40848  -1.16390  2.35971
H  -0.82739  2.04611  1.70420
H  -1.85997  2.41856  -0.77026
H  -0.60616  0.10533  -2.33596
H  1.33629  -1.79361  -0.98367
H  0.26998  -0.89707  -2.50507
H  -0.36316  -2.16930  -1.47931

Forces on atoms 1 to 6 (eV/Å):
C -0.03 -0.09 0.00
C -0.28 -0.54 -0.43
C -0.11 0.16 -0.76
C 0.10 0.39 -0.43
N 0.79 -0.68 -0.88
C 0.17 -0.30 0.14

Output
Structure (SMILES) ... Cc1cc[nH]c1C
Lowest unoccupied orbital energy ... 0.8411 eV
Energy ... -288.69738 hartree
Strongest force on any atom ... 4.9 eV Å⁻¹
HOMO level ... -7.706 eV
Spin multiplicity ... 1
Energy relative to the best compared isomer or geometry (same formula, charge and spin) ... 222.3 kJ/mol

***

(3)
The following is a DFT calculation (ωB97M-V/def2-TZVPD) of a molecular structure, C45H118BeN9O13 in a non-equilibrium geometry.

Element x y z (Å)
Be  5.09631  1.49508  3.17683
C  -1.17096  0.79563  0.06556
C  -0.51932  0.24164  1.36479
C  -0.98052  -1.17758  1.72407
O  0.87329  0.43982  1.43331
H  -1.08711  0.26004  -0.88006
H  -0.68565  1.74053  -0.17881
H  -2.20875  1.04916  0.28198
H  -0.98250  0.88236  2.11515
H  -2.02934  -1.38987  1.93142
H  -0.38130  -1.51016  2.57168
H  -0.68047  -1.83501  0.90808
C  -10.85026  -1.65557  -5.66368
O  -9.78105  -1.44364  -6.53252
C  -9.50685  -0.08547  -6.86628
C  -8.04866  0.01729  -7.30967
N  -7.15129  -0.51452  -6.30539
C  -5.75169  -0.69212  -6.78392
C  -4.77431  -1.30465  -5.75155
O  -5.15959  -2.61526  -5.36090
C  -4.42387  -3.11494  -4.20106
H  -10.62353  -1.26527  -4.67154
H  -11.10571  -2.70328  -5.50514
H  -11.80201  -1.23598  -5.98960
H  -9.69511  0.56387  -6.01129
H  -10.10445  0.26718  -7.70688
H  -7.87816  1.06388  -7.56201
H  -7.91226  -0.54942  -8.23072
H  -7.55513  -1.40012  -6.03571
H  -5.34284  0.28395  -7.04510
H  -5.75474  -1.28775  -7.69678
H  -4.88426  -0.71163  -4.84362
H  -3.75760  -1.26120  -6.14209
H  -4.85983  -2.75707  -3.26834
H  -3.37016  -2.83647  -4.18525
H  -4.40228  -4.20454  -4.18111
C  1.86936  -8.29878  4.20161
O  0.84688  -9.23591  4.35189
C  1.34064  -10.33300  5.12923
C  0.30634  -11.41494  5.48739
N  -0.14350  -12.22004  4.33263
C  0.85574  -13.08829  3.72711
C  1.50334  -14.13298  4.60190
O  2.40583  -13.50705  5.50961
C  3.27739  -14.41718  6.11450
H  2.55007  -8.69107  3.44606
H  2.35889  -8.05777  5.14520
H  1.31339  -7.42840  3.85312
H  1.67945  -9.96408  6.09732
H  2.18861  -10.75023  4.58613
H  -0.48098  -10.95203  6.08233
H  0.61505  -12.01855  6.34089
H  -0.55740  -11.60548  3.64626
H  1.59940  -12.52960  3.15883
H  0.27975  -13.55393  2.92740
H  1.89509  -14.94306  3.98675
H  0.77112  -14.60976  5.25354
H  3.86845  -13.75656  6.74880
H  3.88470  -15.00969  5.43024
H  2.71972  -15.08122  6.77490
C  6.38048  -1.66726  5.46196
O  5.25995  -0.75450  5.38212
C  4.46065  -0.76227  6.53137
C  3.21615  0.11880  6.51745
N  3.65969  1.53411  6.50970
C  2.61677  2.47357  6.26118
C  3.25633  3.82588  6.15565
O  4.18026  3.82169  5.06303
C  4.99603  5.00585  5.10199
H  6.23033  -2.70176  5.15313
H  6.97155  -1.67328  6.37777
H  7.07306  -1.21058  4.75494
H  5.03395  -0.43270  7.39788
H  4.02683  -1.73858  6.74749
H  2.56071  -0.01435  7.37814
H  2.64589  -0.07175  5.60828
H  3.98996  1.67735  7.45337
H  1.85895  2.59300  7.03548
H  2.03168  2.30822  5.35652
H  3.78100  4.04357  7.08595
H  2.45654  4.54973  5.99925
H  5.98957  4.84948  4.68185
H  5.17669  5.44666  6.08235
H  4.43676  5.76144  4.55022
C  4.42568  -4.08644  -0.59975
C  5.54636  -3.51782  0.30033
C  6.86367  -4.18320  -0.09644
O  6.71320  -5.59311  -0.04365
C  7.86703  -6.33826  0.20926
N  5.55301  -2.10882  0.09790
H  4.41886  -5.17379  -0.52411
H  4.69790  -3.75016  -1.60020
H  3.46252  -3.69986  -0.26664
H  5.35066  -3.65481  1.36383
H  7.58692  -3.79792  0.62228
H  7.17730  -3.79556  -1.06570
H  8.67237  -5.91093  -0.38816
H  7.83603  -7.36695  -0.14980
H  8.09868  -6.35382  1.27425
H  5.70432  -1.95304  -0.88848
H  4.57535  -1.87756  0.20180
C  8.63207  1.21021  -3.86483
C  8.12887  0.13461  -4.84388
C  6.56991  0.21928  -5.13750
O  5.82020  0.34517  -3.96445
C  4.44867  0.71905  -4.20481
N  9.02163  0.18893  -6.04271
H  9.70741  1.14457  -3.69921
H  8.13995  1.20415  -2.89226
H  8.41851  2.19939  -4.26983
H  8.34382  -0.80407  -4.33322
H  6.37566  -0.74658  -5.60386
H  6.34387  1.03247  -5.82722
H  4.35534  1.66801  -4.73289
H  3.90043  0.79267  -3.26560
H  3.95117  -0.03504  -4.81468
H  8.90777  -0.65819  -6.58079
H  9.99272  0.12634  -5.77222
C  -4.56263  7.29493  -4.56167
C  -4.37221  6.95687  -6.04766
C  -3.05230  6.26987  -6.34720
O  -2.98459  5.06099  -5.56955
C  -1.72353  4.44467  -5.63035
N  -5.48791  6.16838  -6.58256
H  -3.67983  7.88854  -4.32420
H  -4.52478  6.40801  -3.92919
H  -5.46492  7.86559  -4.34186
H  -4.26032  7.88105  -6.61462
H  -2.24688  6.93745  -6.04104
H  -2.87748  6.15719  -7.41717
H  -1.37711  4.38520  -6.66213
H  -1.82935  3.49923  -5.09832
H  -0.96093  5.04543  -5.13475
H  -5.58384  5.37396  -5.96628
H  -5.32463  5.85090  -7.52737
C  -6.95453  2.78815  -0.38594
C  -6.89127  1.65195  -1.39923
C  -8.12662  0.63462  -1.17991
O  -8.11373  0.02089  0.14298
C  -7.07482  -0.91959  0.35599
N  -6.94585  2.28676  -2.71496
H  -7.96928  3.18602  -0.37725
H  -6.21181  3.57149  -0.53702
H  -6.87520  2.37634  0.62016
H  -5.97445  1.07204  -1.29312
H  -8.08860  -0.19847  -1.88177
H  -9.01131  1.24765  -1.35194
H  -7.35931  -1.55701  1.19316
H  -6.12325  -0.48978  0.66885
H  -7.01054  -1.67398  -0.42814
H  -6.00030  2.62647  -2.81806
H  -7.03164  1.48856  -3.32782
C  -3.51406  5.84724  4.30525
C  -3.18107  7.06241  5.16120
C  -4.30286  8.13890  5.11076
O  -4.42432  9.04565  4.00676
C  -5.19984  8.54131  2.90007
N  -2.79702  6.72656  6.49014
H  -3.60044  6.09720  3.24781
H  -4.51089  5.42630  4.43653
H  -2.78929  5.04733  4.45670
H  -2.31243  7.56749  4.73875
H  -4.34147  8.89197  5.89783
H  -5.25141  7.61205  5.21454
H  -4.73389  7.71362  2.36533
H  -5.39022  9.38746  2.23986
H  -6.17751  8.28567  3.30864
H  -3.66293  6.42113  6.91085
H  -2.57436  7.55544  7.02257
C  5.33464  5.60115  -2.13722
C  4.84936  5.36090  -0.68494
C  3.32017  5.42188  -0.57931
O  2.75484  6.73001  -0.64991
C  1.34667  6.67075  -0.53102
N  5.34861  4.05008  -0.25525
H  4.98339  6.58309  -2.45426
H  4.97157  4.99562  -2.96764
H  6.42436  5.61115  -2.15986
H  5.33988  6.04530  0.00722
H  3.01371  5.11677  0.42123
H  2.86318  4.75376  -1.30930
H  0.98378  7.69846  -0.51606
H  1.07753  6.13097  0.37688
H  0.96714  6.26549  -1.46901
H  5.31188  3.36514  -0.99661
H  6.35600  4.12084  -0.23995

Forces on atoms 1 to 6 (eV/Å):
Be -0.52 0.04 0.54
C 0.30 1.54 0.00
C 1.71 -1.12 -1.35
C 1.22 -0.60 0.14
O -2.86 -0.34 0.00
H 0.07 -0.87 0.51

Output
Lowest unoccupied orbital energy ... -8.1018 eV
Energy ... -3270.05551 hartree
Strongest force on any atom ... 2.9 eV Å⁻¹
HOMO level ... -9.588 eV
Spin multiplicity ... 1
Total charge ... +1
Energy relative to the best compared isomer or geometry (same formula, charge and spin) ... 1063.8 kJ/mol

***

- Which of these has the lowest energy?
  C21H36Cl18N6

***

- Among the records above, which one has the lowest lowest unoccupied orbital energy?
  C45H118BeN9O13

***

- Which of these has the lowest HOMO level?
  C21H36Cl18N6

***

- What is the strongest force on any atom in the second record?
  4.9 eV Å⁻¹